{"formula": "H4InO6P", "method": "ωB97M-V with the def2-TZVPD basis set", "elements": ["In", "P", "O", "O", "O", "O", "O", "H", "H", "O", "H", "H"], "xyz": [[0.1167, 0.7032, -0.5019], [-2.5000, -1.5886, -1.6560], [-2.1699, -0.9581, -0.2659], [-1.3447, -1.0470, -2.5507], [-3.9133, -1.2045, -2.2080], [-2.2336, -3.0595, -1.8358], [1.8553, 2.6418, 0.8989], [2.6636, 3.0959, 0.6607], [1.6034, 3.0251, 1.7391], [1.9137, -0.3291, 1.5809], [2.0212, 0.0005, 2.4731], [1.9876, -1.2797, 1.6656]], "nbo_charge": [0.943, 2.387, -1.099, -0.746, -0.796, -0.705, -0.960, 0.486, 0.480, -0.959, 0.484, 0.486], "e_tot_ha": -985.23527, "homo_energy_ev": -9.5, "de_lowest_kj_mol": 62.63, "max_force_ev_per_a": 3.47}

{"formula": "H4KO2", "method": "ωB97M-V with the def2-TZVPD basis set", "elements": ["K", "O", "H", "H", "O", "H", "H"], "xyz": [[1.7248, -1.0418, -0.4928], [-1.1971, -0.9705, -0.5756], [-1.2319, -1.8840, -0.8876], [-1.3328, -0.4416, -1.3722], [0.9113, 1.1725, 0.9488], [0.8361, 1.4097, 1.8795], [0.2895, 1.7557, 0.4999]], "nbo_charge": [0.994, -0.956, 0.478, 0.481, -0.990, 0.501, 0.491], "e_tot_ha": -752.63056, "total_charge": 1, "homo_energy_ev": -16.1, "de_lowest_kj_mol": 23.74, "max_force_ev_per_a": 0.84}

{"formula": "H4N2", "method": "ωB97M-V with the def2-TZVPD basis set", "elements": ["N", "N", "H", "H", "H", "H"], "xyz": [[-0.6679, -0.3378, -0.3624], [0.1741, 0.4789, 0.6768], [-0.9005, 0.2980, -1.1111], [-0.1067, -1.1154, -0.7012], [0.5368, -0.1839, 1.3479], [0.9641, 0.8601, 0.1499]], "nbo_charge": [-0.684, -0.669, 0.348, 0.333, 0.345, 0.328], "e_tot_ha": -111.85299, "smiles": "NN", "homo_energy_ev": -9.3, "de_lowest_kj_mol": 32.01, "max_force_ev_per_a": 2.80}

Please write out number 2 again, unchanged.
{"formula": "H4KO2", "method": "ωB97M-V with the def2-TZVPD basis set", "elements": ["K", "O", "H", "H", "O", "H", "H"], "xyz": [[1.7248, -1.0418, -0.4928], [-1.1971, -0.9705, -0.5756], [-1.2319, -1.8840, -0.8876], [-1.3328, -0.4416, -1.3722], [0.9113, 1.1725, 0.9488], [0.8361, 1.4097, 1.8795], [0.2895, 1.7557, 0.4999]], "nbo_charge": [0.994, -0.956, 0.478, 0.481, -0.990, 0.501, 0.491], "e_tot_ha": -752.63056, "total_charge": 1, "homo_energy_ev": -16.1, "de_lowest_kj_mol": 23.74, "max_force_ev_per_a": 0.84}